CsH32O16 as an isolated structure at a distorted geometry. Source: the Open Molecules 2025 dataset; level of theory: the ωB97M-V functional and the def2-TZVPD basis.

Output
**Multiplicity**: 1
**Total energy**: -1243.08498 Ha
**LUMO level**: -2.367 eV
**Relative energy (zero: lowest compared OMol25 entry of this formula, charge and spin)**: 0.000 eV
**Frontier orbital gap**: 11.3 eV
**Net charge**: +1
**E_HOMO**: -13.70 eV

XYZ file:
```
49
CsH32O16 | the Open Molecules 2025 dataset | the ωB97M-V functional and the def2-TZVPD basis
Cs 8.331 7.470 10.439
O 11.244 8.719 10.486
H 11.546 9.156 9.687
H 11.842 9.128 11.168
O 6.800 4.524 9.335
H 6.043 5.079 9.107
H 6.516 3.624 9.230
O 8.847 8.558 13.299
H 9.733 8.399 13.604
H 8.716 9.511 13.526
O 5.132 8.076 10.508
H 4.706 8.129 11.386
H 5.179 8.965 10.185
O 4.543 6.348 8.485
H 3.772 5.786 8.513
H 4.614 7.035 9.184
O 7.769 6.204 14.956
H 7.945 6.884 15.664
H 8.034 6.691 14.146
O 12.050 9.358 7.782
H 13.038 9.456 7.928
H 11.898 8.612 7.187
O 8.519 6.051 7.526
H 7.748 6.507 7.135
H 8.148 5.178 7.682
O 11.671 6.505 6.744
H 10.808 6.211 6.936
H 12.036 5.909 6.067
O 6.472 9.876 8.841
H 6.776 10.634 8.272
H 6.534 9.108 8.309
O 9.329 11.315 14.814
H 8.773 11.552 15.537
H 10.232 11.297 15.208
O 8.969 8.811 7.733
H 9.210 7.848 7.632
H 9.833 9.204 7.451
O 3.836 8.738 12.891
H 2.910 8.882 13.108
H 4.086 7.930 13.289
O 6.253 7.497 6.963
H 6.113 7.720 6.045
H 5.453 6.967 7.238
O 11.025 5.903 10.527
H 11.526 5.058 10.412
H 11.480 6.619 10.007
O 4.903 6.121 13.834
H 5.768 6.250 14.252
H 4.540 5.323 14.309
```

---

A single C6H10 molecule. Source: the Open Molecules 2025 dataset; level of theory: the ωB97M-V functional and the def2-TZVPD basis.

Output
**Multiplicity**: 1
**Total energy**: -234.45673 Ha
**LUMO level**: 0.184 eV
**Relative energy (zero: lowest compared OMol25 entry of this formula, charge and spin)**: 3.967 eV
**Frontier orbital gap**: 8.5 eV
**E_HOMO**: -8.31 eV

XYZ file:
```
16
C6H10 | the Open Molecules 2025 dataset | the ωB97M-V functional and the def2-TZVPD basis
C 1.756 -0.283 0.383
C 0.276 0.004 0.178
C 0.001 1.527 0.089
C -0.715 -0.403 1.257
C -1.659 -0.819 0.128
C -0.507 -0.790 -0.894
H 2.120 0.203 1.295
H 2.343 0.086 -0.468
H 1.943 -1.358 0.478
H 0.767 2.075 0.643
H 0.011 1.850 -0.956
H -0.966 1.820 0.517
H -2.190 -1.758 0.320
H -2.429 -0.055 -0.045
H -0.670 -0.316 -1.870
H -0.079 -1.784 -1.056
```

---

A 11-piece molecular cluster, H22O11 overall at a distorted geometry. Source: the Open Molecules 2025 dataset; level of theory: the ωB97M-V functional and the def2-TZVPD basis.

Output
**SMILES**: O.O.O.O.O.O.O.O.O.O.O
**Multiplicity**: 1
**Total energy**: -840.72878 Ha
**LUMO level**: -0.232 eV
**Relative energy (zero: lowest compared OMol25 entry of this formula, charge and spin)**: 4.119 eV
**Frontier orbital gap**: 10.7 eV
**E_HOMO**: -10.98 eV

XYZ file:
```
33
H22O11 | the Open Molecules 2025 dataset | the ωB97M-V functional and the def2-TZVPD basis
O -0.790 2.039 -0.076
H -1.317 2.466 0.652
H -0.001 2.416 0.209
O 0.961 1.957 -2.141
H 0.886 2.737 -1.614
H 0.012 1.875 -2.450
O 1.979 -3.070 3.905
H 2.735 -2.419 4.136
H 1.144 -2.891 4.415
O 1.415 1.856 -4.760
H 1.486 1.099 -5.278
H 1.255 1.839 -3.842
O -1.451 -1.585 -3.915
H -0.649 -1.071 -4.239
H -1.028 -2.143 -3.311
O 1.286 -4.636 -3.073
H 0.930 -5.027 -2.263
H 1.306 -3.558 -2.855
O 1.053 -0.283 3.769
H 1.566 -0.690 3.154
H 0.225 -0.449 3.376
O -3.560 2.427 0.122
H -3.705 3.041 -0.620
H -4.195 1.689 0.281
O -1.076 -0.214 1.497
H -1.100 -0.032 0.451
H -0.940 0.551 2.011
O 1.696 4.088 0.029
H 1.407 4.735 0.681
H 2.396 3.677 0.572
O -1.265 -3.814 3.916
H -0.590 -3.261 3.564
H -2.072 -3.349 3.696
```

---

A 2-piece molecular cluster, C3H9ClOPS overall at a distorted geometry. Source: the Open Molecules 2025 dataset; level of theory: the ωB97M-V functional and the def2-TZVPD basis.

Output
**Multiplicity**: 1
**Total energy**: -1394.29724 Ha
**LUMO level (alpha / beta)**: -9.010 / -9.020 eV
**Relative energy (zero: lowest compared OMol25 entry of this formula, charge and spin)**: 3.348 eV
**Frontier orbital gap (alpha / beta)**: 6.1 / 6.1 eV
**Net charge**: +1
**E_HOMO (alpha / beta)**: -15.13 / -15.12 eV

XYZ file:
```
16
C3H9ClOPS | the Open Molecules 2025 dataset | the ωB97M-V functional and the def2-TZVPD basis
C -0.087 2.189 0.940
C 1.405 -1.413 0.559
C -0.359 -0.855 -1.639
O 0.303 1.079 0.051
P -0.048 -0.460 0.092
S -1.642 -0.844 1.406
Cl -3.320 0.367 -0.993
H 0.793 2.897 1.166
H -0.285 1.756 1.981
H -0.988 2.714 0.541
H 1.611 -2.278 -0.110
H 1.583 -1.856 1.635
H 2.229 -0.741 0.469
H -1.277 -1.515 -1.841
H 0.539 -1.124 -2.246
H -0.456 0.083 -2.013
```

---

A single C9H8N6O4 molecule at a distorted geometry. Source: the Open Molecules 2025 dataset; level of theory: the ωB97M-V functional and the def2-TZVPD basis.

Output
**Multiplicity**: 1
**Total energy**: -976.98346 Ha
**LUMO level**: -0.298 eV
**Relative energy (zero: lowest compared OMol25 entry of this formula, charge and spin)**: 0.212 eV
**Frontier orbital gap**: 7.5 eV
**E_HOMO**: -7.84 eV

XYZ file:
```
27
C9H8N6O4 | the Open Molecules 2025 dataset | the ωB97M-V functional and the def2-TZVPD basis
C -1.347 -1.877 -0.304
C 0.123 -1.724 -0.244
N 0.864 -0.635 -0.045
C 2.197 -0.955 -0.126
C 2.282 -2.268 -0.339
N 0.994 -2.755 -0.411
H -1.803 -0.891 -0.259
H -1.646 -2.385 -1.235
H -1.687 -2.501 0.536
H 2.909 -0.184 -0.023
H 3.173 -2.869 -0.439
H 0.767 -3.742 -0.536
O 1.502 0.490 2.643
N 0.321 0.919 2.598
C -0.392 0.966 1.366
C 0.434 0.733 0.119
C -0.465 1.207 -0.945
N 0.021 1.530 -2.186
O 1.007 1.205 -2.813
O -0.951 2.421 -2.792
N -1.941 2.719 -1.897
C -1.610 2.038 -0.745
N -2.214 2.262 0.405
C -1.590 1.701 1.441
O -0.287 1.355 3.621
H 1.380 1.300 0.203
H -2.040 1.940 2.408
```

---

C30H54P2Rh as an isolated structure at a distorted geometry. Source: the Open Molecules 2025 dataset; level of theory: the ωB97M-V functional and the def2-TZVPD basis.

Output
**Multiplicity**: 5
**Total energy**: -1968.27471 Ha
**LUMO level (alpha / beta)**: -1.626 / -4.474 eV
**Relative energy (zero: lowest compared OMol25 entry of this formula, charge and spin)**: 1.213 eV
**Frontier orbital gap (alpha / beta)**: 6.7 / 5.7 eV
**⟨S²⟩**: 6.03
**Net charge**: +1
**E_HOMO (alpha / beta)**: -8.29 / -10.13 eV

XYZ file:
```
87
C30H54P2Rh | the Open Molecules 2025 dataset | the ωB97M-V functional and the def2-TZVPD basis
Rh 0.185 0.045 -0.257
C 2.245 -1.695 0.855
C 3.170 -1.066 -0.011
C 1.851 0.620 0.918
C 1.449 -0.688 1.491
C 2.973 0.325 0.035
C 2.161 -3.140 1.187
H 2.155 -3.770 0.290
H 1.238 -3.336 1.746
H 3.005 -3.463 1.812
C 0.872 -0.791 2.862
H 0.548 -1.809 3.095
H 0.008 -0.133 2.956
H 1.598 -0.487 3.636
C 1.664 1.871 1.711
H 2.345 1.915 2.573
H 0.636 1.891 2.086
H 1.834 2.761 1.104
C 3.850 1.358 -0.560
H 4.913 1.160 -0.354
H 3.594 2.351 -0.171
H 3.746 1.404 -1.649
C 4.252 -1.761 -0.756
H 5.108 -2.003 -0.104
H 4.637 -1.127 -1.566
H 3.906 -2.715 -1.184
C -0.599 -1.253 -2.358
C 0.500 -1.934 -1.919
C 1.475 -2.534 -2.897
C 2.457 -1.550 -3.603
C 2.284 -0.100 -3.274
C 1.181 0.564 -3.654
C 0.133 -0.086 -4.524
C -0.814 -1.075 -3.840
H 0.954 -3.071 -3.709
H 2.344 -1.721 -4.694
H 2.073 -3.300 -2.381
H -0.701 -2.037 -4.367
H -1.451 -0.997 -1.693
H 0.640 -2.235 -0.867
H -1.855 -0.777 -4.018
H -0.465 0.715 -4.982
H 1.099 1.649 -3.618
H 0.625 -0.618 -5.361
H 3.487 -1.855 -3.354
H 3.207 0.405 -2.978
P -1.879 -1.785 0.618
C -2.159 -2.159 2.365
H -3.143 -2.644 2.450
H -2.153 -1.231 2.943
H -1.373 -2.826 2.743
C -3.458 -1.182 -0.014
H -4.255 -1.789 0.429
H -3.484 -1.254 -1.105
H -3.580 -0.136 0.278
C -1.633 -3.436 -0.107
H -1.469 -3.365 -1.186
H -2.523 -4.046 0.097
H -0.745 -3.900 0.339
P -0.860 2.187 -0.933
C 0.652 2.931 -1.580
H 0.423 3.526 -2.468
H 1.360 2.136 -1.832
H 1.151 3.549 -0.833
C -1.990 1.833 -2.317
H -1.472 1.308 -3.129
H -2.406 2.779 -2.691
H -2.814 1.199 -1.961
C -1.681 3.470 0.030
H -1.922 4.335 -0.599
H -1.035 3.799 0.849
H -2.604 3.083 0.467
C -3.025 0.754 4.207
C -2.263 1.722 3.321
C -3.237 2.843 3.034
C -1.175 2.316 4.212
C -1.719 1.088 2.088
C -1.210 0.635 1.051
H -3.454 1.333 5.035
H -2.373 -0.015 4.624
H -3.828 0.279 3.652
H -3.632 3.194 3.991
H -2.752 3.670 2.524
H -4.053 2.484 2.417
H -0.464 1.552 4.546
H -0.618 3.101 3.694
H -1.668 2.755 5.101
```